Record 1
{
  "formula": "C3H11O3S",
  "method": "ωB97M-V with the def2-TZVPD basis set",
  "species": ["O", "O", "H", "H", "H", "H", "S", "C", "H", "H", "H", "H", "H", "C", "H", "C", "H", "O"],
  "xyz": [[-1.74069, 0.90345, -1.33207], [1.47331, 0.55031, 1.38982], [1.64413, -0.85409, -0.89370], [-0.75691, -0.55875, -2.35232], [0.47965, 1.60433, 0.80078], [2.19534, 1.01691, 1.76854], [0.79618, -2.91887, -1.49882], [0.86462, -1.50267, -0.40816], [-0.78038, 1.88875, -0.29654], [-1.28364, 0.67796, 2.26357], [1.28861, -1.67024, 0.56129], [-1.65017, 0.38800, 2.89781], [-1.28748, -1.52843, -0.18744], [-0.43761, -0.82325, -0.29082], [-0.20856, -0.14754, 0.54257], [-0.69976, 0.12172, -1.48628], [0.27233, 0.61152, -1.87956], [-0.16897, 2.24089, 0.40135]],
  "forces_ev_per_angstrom": [[0.923, -0.821, -0.522], [-0.671, -0.975, -0.432], [-0.486, -0.094, 0.673], [-0.352, -1.718, -0.874], [0.281, -0.778, -0.041], [0.927, 0.654, 0.517], [-0.081, 0.608, 0.432], [0.184, -0.534, -3.810], [0.876, 0.224, 1.012], [-0.613, -0.435, 1.154], [0.502, -0.081, 1.240], [0.574, 0.472, -1.076], [0.505, 0.593, 0.254], [-0.158, 0.242, 1.026], [-1.117, -0.104, 0.149], [0.596, 1.486, 0.187], [-0.744, -0.003, 0.800], [-1.148, 1.265, -0.689]],
  "molar_mass_g_mol": 127.18,
  "energy_ev": -20261.364,
  "total_charge": -1,
  "homo_lumo_gap_ha": 0.155,
  "lumo_ha": -0.0183,
  "e_above_lowest_ev": 6.837
}

Record 2
{
  "formula": "CH2N2O3S",
  "method": "ωB97M-V with the def2-TZVPD basis set",
  "species": ["O", "N", "N", "C", "H", "H", "S", "O", "O"],
  "xyz": [[4.06050, 0.05684, -0.88097], [0.67911, -0.53079, 0.25686], [1.34070, 1.58358, -0.30817], [0.52109, 0.82264, 0.23917], [-0.26641, 1.10386, 0.81707], [0.39537, -1.16723, 0.95792], [2.94322, 0.06463, -0.06863], [1.76871, -1.03538, -0.50600], [3.03246, 0.02346, 1.39184]],
  "forces_ev_per_angstrom": [[1.881, -0.369, -1.976], [0.107, -1.373, -2.025], [3.373, -0.576, -0.221], [1.679, -1.696, -0.475], [-2.670, 1.221, 1.208], [-0.081, -0.373, 0.852], [-4.522, 2.443, 3.900], [-0.158, 0.811, 1.037], [0.392, -0.087, -2.301]],
  "molar_mass_g_mol": 122.11,
  "energy_ev": -21022.520,
  "homo_lumo_gap_ha": [0.354, 0.354],
  "lumo_ha": [-0.0277, -0.0277],
  "e_above_lowest_ev": 3.903
}

Record 3
{
  "formula": "C42H110N4O18",
  "method": "ωB97M-V with the def2-TZVPD basis set",
  "species": ["H", "H", "H", "H", "H", "O", "O", "C", "C", "N", "H", "H", "O", "C", "H", "H", "H", "O", "C", "H", "H", "H", "O", "C", "H", "H", "O", "H", "H", "H", "H", "O", "H", "H", "H", "H", "C", "H", "H", "H", "H", "H", "C", "H", "H", "O", "H", "C", "H", "C", "O", "H", "C", "H", "H", "H", "H", "H", "H", "H", "H", "H", "H", "O", "H", "H", "H", "C", "C", "C", "H", "H", "C", "C", "C", "H", "H", "O", "C", "H", "H", "C", "H", "H", "H", "C", "N", "C", "H", "H", "H", "C", "H", "C", "H", "H", "H", "H", "C", "O", "C", "H", "H", "H", "C", "H", "C", "H", "C", "H", "H", "O", "C", "H", "O", "H", "N", "C", "C", "C", "H", "H", "H", "H", "H", "H", "H", "H", "H", "O", "H", "H", "H", "O", "H", "H", "H", "H", "H", "H", "H", "C", "C", "H", "H", "H", "O", "C", "H", "H", "C", "H", "H", "H", "H", "C", "H", "C", "N", "H", "C", "H", "H", "H", "H", "H", "H", "C", "H", "O", "C", "C", "H", "C"],
  "xyz": [[2.90202, -5.52527, -8.87463], [-3.64938, -0.82874, 7.33795], [-0.76284, 3.64105, -7.82716], [-1.71710, 0.65038, 2.72579], [4.50171, 7.90514, 1.93592], [1.50732, -4.55230, -4.98878], [-6.49341, 0.30450, 7.93048], [-2.65772, 6.38095, 3.56054], [3.96425, 8.23630, 2.82449], [-5.40097, -9.85652, 2.92910], [-4.33068, -0.92840, 5.79136], [-7.77255, -11.01526, 1.93282], [5.97735, -3.39392, 1.62798], [1.25336, -3.36847, 6.61067], [5.82052, -1.74902, -0.43031], [0.20237, 4.85516, -6.09939], [-3.92849, -6.63431, 0.76238], [3.30320, 7.07085, 3.33822], [-4.25448, -10.40464, 2.23448], [-9.97261, -11.70838, 2.81712], [1.62246, -4.38341, -9.18715], [-0.47728, -5.26779, -7.62465], [2.34172, 0.97554, -3.00885], [-2.06978, 6.97077, 2.30945], [-5.31830, -1.28978, 8.61345], [4.71269, 9.63237, 4.19660], [3.56479, -0.92094, -5.93509], [0.09785, -0.36785, 0.53203], [3.39052, 5.05075, 3.83022], [-1.81763, 2.42026, 0.98458], [1.94655, 8.74107, -2.43473], [-1.13697, 6.01973, 1.84010], [-3.98938, -0.98768, -3.74425], [6.51746, -2.05664, 3.89035], [-9.43267, -13.33182, 2.33298], [7.60276, -1.22331, 2.63518], [5.83017, -1.98786, 1.82260], [2.99460, -2.92903, 5.35815], [-2.82988, 7.09544, 1.53821], [1.51132, -4.42747, 6.61990], [-3.17877, 5.42996, 3.44995], [8.49075, 8.98772, 3.37965], [-3.86926, -7.45183, 0.04387], [0.00946, -5.73640, -10.14644], [6.83866, 13.41084, 4.72981], [7.34411, 11.40874, 4.35071], [0.53587, -3.82262, -7.34087], [-5.69073, -0.80556, 7.71072], [-2.90220, -7.47510, -0.45846], [-6.20265, -10.91358, 3.64586], [-4.31178, -8.65607, 0.61899], [-1.86969, 6.27137, 4.30559], [1.15838, -4.47825, -3.55871], [2.25814, 8.24492, -4.04691], [3.39304, 1.83755, -4.48198], [0.22868, -7.50270, -12.21209], [-6.56265, -1.58869, 6.04600], [7.26690, -1.36739, 0.32033], [6.97437, 9.93424, 5.79087], [5.43216, -3.71348, 0.90531], [-6.86844, -12.36493, 2.00263], [1.20325, -6.46501, -13.20860], [-4.47962, 3.55139, -7.12956], [-4.20707, 2.01312, -2.74695], [-6.90219, -10.42589, 4.32476], [0.83290, -0.27441, 2.02196], [1.60543, 5.35948, -3.82958], [5.12565, 8.74205, 3.72237], [6.59315, 12.41683, 5.10365], [-1.13042, 3.45451, -6.81811], [-1.63353, 3.72605, -4.09684], [-4.28382, 0.61625, 6.82081], [2.67999, 0.06092, -5.36923], [-0.80941, 4.59273, -5.79032], [3.16352, 0.81657, -4.17697], [2.29336, -5.33570, -7.00882], [-1.50518, 5.41758, -5.94410], [-1.82735, 1.46303, 0.91234], [-0.16457, -0.35493, 1.58989], [5.53810, 12.18868, 4.95223], [0.97604, -3.11026, 7.63269], [0.29587, -5.08742, -5.55961], [-3.50532, 6.93226, 3.96765], [6.59619, 9.94108, 2.66925], [-4.96876, 0.74353, -4.31487], [7.57749, 9.00995, 3.97426], [1.49426, -5.66160, -7.53353], [-6.55332, -1.84967, 7.10425], [4.08834, -0.52409, -6.63508], [-3.75801, 1.72441, -1.94909], [4.94477, 5.71668, 3.48301], [-7.27470, -11.62211, 2.68912], [-0.50589, 1.62919, 2.53241], [6.19274, -1.31645, 0.49837], [-5.60964, 0.51137, -2.73654], [-0.29127, 6.46916, 1.77370], [-3.51263, 0.14569, -1.12980], [0.73300, -5.37931, -3.11685], [0.66258, -6.50407, -12.26297], [-2.46732, 3.04934, -6.75697], [3.89227, 5.79366, 3.21020], [-5.78030, -9.64762, 2.01665], [2.85885, -2.03678, 8.21387], [-7.54827, -1.92928, 7.54225], [2.45505, -2.55054, 6.22632], [6.95050, 12.28180, 6.12452], [3.42654, -2.54756, 7.43609], [7.58762, 8.06184, 4.51192], [6.59902, -1.40894, 3.01745], [3.59066, -3.56366, 7.79482], [0.67342, 6.68357, -4.76563], [-3.57932, -0.67554, -1.62248], [0.38220, -4.87083, -7.08447], [-0.51438, 2.55678, -6.76629], [-1.01838, -1.49865, 1.82104], [3.78964, 5.44608, 2.18222], [-0.73722, 4.04639, -4.43463], [1.01004, -6.15343, -10.03238], [-4.69157, 0.77591, -3.26120], [7.63040, 10.19495, 4.96036], [8.63647, 10.29813, 5.36690], [0.36800, -6.16341, -5.40103], [-1.26486, 5.85296, -3.31211], [-3.22992, 4.63735, -7.96323], [4.79325, -1.69298, 1.98369], [3.33307, 9.07591, 2.53333], [-0.36046, 4.62827, -2.52612], [-5.88754, 0.92135, 8.34762], [-4.56876, -7.33415, -0.78375], [0.97033, 7.00270, -2.86274], [1.50642, 1.42309, -3.16238], [5.12208, 7.99138, 4.51267], [0.39887, -3.71762, -3.37791], [2.12705, -1.18793, 5.97716], [1.69146, -0.84049, 6.75892], [-4.40019, -11.23597, 1.54474], [5.87764, -0.27517, 0.43105], [-1.13553, 8.91738, 1.70410], [-3.64840, -10.71785, 3.08458], [0.34618, -3.32667, 6.00786], [1.74047, -0.46195, -5.19033], [-4.49203, -0.45185, 6.75829], [-1.48256, 8.33696, 2.55895], [0.87239, -7.15308, -9.62025], [-3.44743, -8.45828, 2.36035], [-2.67147, 0.12180, -3.46078], [-8.12544, -12.22916, 3.64192], [-0.46916, 5.12910, -3.48813], [-0.63775, -4.67704, -5.17485], [6.16022, -0.44944, 3.29115], [-9.43933, -12.60168, 3.14227], [-1.43917, -1.67648, 0.97671], [3.00897, 7.37833, -2.68682], [-10.16178, -13.03455, 3.83421], [-5.63684, -11.57817, 4.29876], [-1.00438, 0.86924, 1.93066], [-0.57973, 8.34404, 3.16965], [-3.50044, 4.02933, -7.09997], [6.45314, 9.03895, 3.10030], [2.62531, 0.80602, -6.16293], [-3.59429, -0.26595, -3.02933], [-6.14087, -2.79146, 6.74228], [4.12411, 0.45919, -3.80597], [-2.36864, -9.47704, 1.47572], [4.28803, -1.94441, 7.14949], [-0.16299, -5.82307, -12.46981], [-3.58132, 4.60100, -6.17544], [0.78044, 6.07069, -3.87063], [-2.17570, 8.91254, 3.17243], [1.59821, -6.02451, -11.31171], [-3.42061, -9.20721, 1.56885], [2.09355, 7.84965, -3.04453], [2.08293, -4.27068, -3.01997], [1.81828, -5.42573, -8.93548]],
  "forces_ev_per_angstrom": [[0.036, -0.552, -1.400], [0.513, -0.200, -0.115], [-0.692, 1.384, -0.617], [-0.133, -1.223, -0.010], [-0.156, 0.109, -0.633], [-2.306, -0.077, 2.172], [-0.103, 0.653, 0.650], [-1.034, -0.129, 0.781], [2.554, -1.423, -1.106], [-0.447, -1.155, -0.869], [-0.872, 0.368, -0.169], [-0.380, 1.104, 0.705], [0.489, -0.098, 1.285], [-0.468, -0.868, 0.086], [-0.666, -0.555, 0.356], [0.001, 0.589, 0.301], [0.081, 0.161, -0.025], [-0.942, 1.093, 0.914], [3.548, 0.809, 1.527], [0.195, 0.240, -0.414], [0.349, 0.640, 0.128], [-0.472, 0.279, 0.335], [0.129, -1.108, 0.017], [-0.437, -0.056, -0.145], [0.351, 0.789, 0.630], [0.181, 0.315, 0.387], [0.198, -0.282, 0.782], [-0.184, 0.362, -0.297], [-0.399, 0.474, 0.182], [0.226, -0.013, 0.129], [-0.181, -0.122, 0.206], [0.671, -0.041, -0.437], [0.650, -1.390, 0.830], [0.388, -0.075, -0.140], [0.539, 0.090, -0.314], [0.350, -0.189, 0.750], [-1.060, 0.599, -1.400], [-0.325, 0.113, -0.225], [-0.260, -0.123, -0.071], [0.169, -0.103, 0.132], [0.660, -0.427, -0.595], [0.030, 0.194, -0.219], [-0.890, -0.070, -0.844], [-0.237, 0.298, 0.553], [0.077, -0.230, -0.080], [-0.822, 1.497, -1.073], [-0.241, 0.395, 0.116], [0.979, -1.613, -1.461], [0.411, -0.333, 0.446], [-1.829, 1.382, -2.250], [1.565, -0.896, -1.043], [-0.116, 0.004, 0.129], [1.210, 0.384, -0.549], [-0.277, -0.437, -0.437], [0.096, 0.178, -0.335], [0.405, -0.242, 0.924], [-1.461, 1.109, -0.328], [0.277, 0.199, 0.302], [-0.395, 0.382, 0.183], [-0.101, 0.375, -0.046], [0.578, -0.630, 0.295], [0.146, -0.257, -0.098], [0.357, -0.423, -0.701], [-0.428, 0.338, -0.564], [0.298, 0.423, 0.137], [-0.404, -0.883, 1.066], [0.588, 0.104, -0.912], [-0.614, 1.147, 0.220], [1.085, -1.904, -0.458], [0.052, 0.527, 0.145], [-0.362, -0.610, -0.600], [-0.361, 0.127, -0.739], [0.073, -0.423, -1.616], [0.544, -2.521, -1.416], [0.731, 1.675, 1.545], [0.166, -0.241, 0.142], [0.035, 0.238, 0.122], [0.465, -0.533, -0.735], [-1.539, 0.754, -1.463], [-0.114, 0.245, 0.427], [-0.152, 0.035, 0.119], [0.812, -0.128, -2.013], [0.317, 0.801, 0.146], [-1.353, 0.229, -0.331], [0.417, 0.957, -0.173], [0.651, -0.168, 0.644], [0.025, -0.338, -0.616], [-0.512, -0.428, -2.646], [-0.046, 0.085, 0.128], [0.123, 0.702, 0.197], [0.238, 0.470, 0.043], [1.367, -0.855, 0.964], [1.026, 0.456, -0.848], [0.822, 0.625, -0.422], [-0.031, -0.318, 0.220], [0.201, -0.180, -0.128], [0.204, -0.112, 0.506], [0.136, -0.545, -0.542], [0.758, 0.793, -2.037], [-1.365, -0.466, -0.922], [0.305, -0.004, -0.679], [-2.346, 1.026, 0.519], [0.252, 0.147, 0.302], [0.199, -0.137, -0.120], [0.580, 0.396, 1.065], [-0.566, 0.485, 0.289], [-1.046, 0.083, -0.785], [0.023, 0.055, 0.376], [-0.110, -0.466, -1.058], [0.602, 0.105, -0.113], [-0.106, -0.855, -0.650], [0.400, 0.024, -2.005], [-0.146, -0.779, 0.786], [-0.104, -0.288, 1.510], [1.292, -0.066, 0.351], [0.126, -0.029, -0.252], [0.086, 1.447, -0.007], [0.363, -0.018, 1.518], [0.673, -0.246, 0.757], [0.476, -0.721, 0.769], [0.258, -0.400, 0.277], [-0.564, -0.166, 0.119], [-0.687, -0.020, -0.398], [-0.187, -0.105, -0.042], [-0.495, -0.593, 0.189], [-0.741, -0.632, 0.368], [0.693, 0.362, 0.189], [-0.351, 0.547, 0.128], [-0.148, 0.664, 0.129], [-0.004, 1.076, 1.043], [0.058, 0.124, -0.543], [1.014, -0.055, 0.069], [0.195, 0.375, -0.157], [-0.036, 0.003, -0.756], [-0.076, 0.018, 0.120], [-0.287, -0.048, -0.166], [0.110, 0.164, 0.330], [-0.638, -0.177, -0.445], [0.792, -0.707, -0.399], [0.250, 0.510, -0.354], [-0.116, 0.262, 0.037], [1.024, -0.498, 2.381], [0.697, 0.701, 0.766], [0.130, -0.729, -0.763], [0.489, 0.087, 0.501], [0.349, -0.074, 0.554], [-2.056, -0.884, -0.266], [1.144, 1.555, 0.111], [0.185, 0.251, 0.383], [-0.026, 0.019, -0.139], [0.194, 0.615, -0.343], [-0.068, -0.096, -0.006], [0.138, -0.235, -0.154], [0.911, -0.043, 0.980], [0.351, -0.210, -0.676], [-0.787, 1.288, 1.683], [0.166, -0.677, 0.365], [1.304, -0.578, 1.886], [-0.956, -1.127, -0.336], [-1.014, 0.051, -0.037], [-2.175, 0.169, -0.201], [0.600, -0.717, 1.781], [-0.160, -0.526, 0.006], [-0.038, -0.024, -1.561], [0.257, -0.421, 0.378], [-0.268, 0.358, 0.681], [-0.086, 0.894, -0.299], [-0.781, -1.869, 1.037], [-0.201, 0.233, -0.376], [-0.759, -1.232, 0.565], [-2.898, -0.746, 2.969], [-0.107, 0.238, 0.679], [-0.126, 0.246, -0.038], [0.194, 1.313, -0.195]],
  "molar_mass_g_mol": 959.35,
  "energy_ev": -88136.771,
  "smiles": "COCCNCCOC.COCCNCCOC.COCCNCCOC.COCCNCCOC.CC(C)O.CC(C)O.CC(C)O.CC(C)O.OCCO.OCCO.OCCO",
  "homo_lumo_gap_ha": 0.330,
  "lumo_ha": 0.0096,
  "e_above_lowest_ev": 6.389
}